A 17-piece molecular cluster, C63H153N7O17 overall. Source: the Open Molecules 2025 dataset; level of theory: ωB97M-V/def2-TZVPD.

Output
Energy above the lowest of the compared OMol25 structures with the same formula, charge and spin ... 290.2 kJ/mol
E_tot ... -113042.4604 eV
HOMO ... -0.3012 hartree

The geometry in XYZ format:
```
240
Properties=species:S:1:pos:R:3:forces:R:3:lowdin_charge:R:1
C -6.5032 -2.2729 -2.1335 -1.118 0.521 -0.664 -0.036
C -5.8613 -2.1964 -3.5122 0.428 0.110 -1.900 -0.474
C -4.3755 -2.6252 -3.4489 -1.509 -1.358 0.051 -0.123
C -3.7221 -2.9287 -4.8192 -0.054 0.466 0.707 -0.163
C -4.5674 -3.9632 -5.5057 -1.075 -0.503 0.347 -0.160
C -5.9804 -3.5220 -5.8256 -1.007 0.845 0.489 -0.520
N -6.5848 -3.1717 -4.5058 0.747 0.557 1.868 -0.083
O -7.9354 -2.6944 -4.6502 0.560 -0.561 -0.111 -0.049
C -6.0901 -2.3195 -6.7789 0.330 -0.448 -1.298 -0.022
C -6.7262 -4.7879 -6.2889 -0.585 0.627 0.917 -0.035
C -5.9653 -0.7559 -4.0270 -0.301 -0.272 0.199 -0.033
H -7.5728 -1.9531 -2.1355 0.824 0.285 -0.240 0.095
H -5.9498 -1.6460 -1.4223 -0.109 -0.420 -0.058 0.093
H -6.5979 -3.2949 -1.8557 0.483 -0.992 0.683 0.066
H -3.8870 -1.9168 -2.7924 0.507 0.158 -0.122 0.104
H -4.4552 -3.5948 -2.9207 0.591 0.276 0.045 0.116
H -2.8075 -3.4539 -4.6003 0.869 0.365 -0.019 0.089
H -3.5495 -2.0020 -5.3795 0.158 -0.318 -0.079 0.109
H -4.7151 -4.7268 -4.7178 0.119 -0.087 -0.470 0.124
H -4.2381 -4.5076 -6.3937 0.794 0.464 0.053 0.126
H -5.4186 -1.5132 -6.5020 -0.083 0.030 0.138 0.053
H -5.7819 -2.6057 -7.7940 0.159 -0.190 0.109 0.085
H -7.0936 -1.9065 -6.9517 0.122 -0.304 0.671 0.089
H -6.7150 -5.4608 -5.4128 -0.104 0.025 -0.597 0.095
H -7.7439 -4.5240 -6.5283 -0.570 0.041 0.153 0.071
H -6.3782 -5.2820 -7.1753 0.795 -0.113 -0.373 0.074
H -6.9540 -0.7561 -4.4521 -0.357 0.736 -0.465 0.071
H -5.2087 -0.5059 -4.7676 -0.072 0.036 0.007 0.067
H -5.9448 -0.0112 -3.2279 0.149 -0.153 0.061 0.077
H -8.3599 -3.4432 -4.2250 -0.611 0.186 -0.043 0.100
C -1.4351 3.5119 -0.1882 0.626 0.120 1.027 -0.038
C -2.1513 4.8680 -0.0162 -0.537 -0.653 -0.349 -0.494
C -1.9216 5.6484 -1.3006 -0.231 0.526 -0.626 -0.150
C -2.6804 5.1298 -2.5096 -1.005 -0.367 -0.334 -0.181
C -4.1828 5.1219 -2.1603 -0.203 1.214 -0.286 -0.139
C -4.4854 4.2093 -1.0120 1.000 -0.550 1.892 -0.508
N -3.5961 4.6498 0.1551 -0.774 1.387 -0.296 -0.090
O -3.7812 3.8320 1.3088 -0.796 0.777 0.281 -0.054
C -5.9218 4.3263 -0.5153 -0.176 1.412 0.450 -0.038
C -4.1879 2.7408 -1.2893 -0.425 -0.602 0.918 -0.027
C -1.6055 5.6635 1.1889 -0.232 -0.572 1.368 -0.026
H -1.3948 3.1919 -1.2204 0.149 0.051 -0.264 0.053
H -1.9102 2.6753 0.3806 0.531 0.853 -0.106 0.088
H -0.4114 3.7390 0.1567 -0.134 -0.775 -0.121 0.076
H -2.2532 6.6924 -1.3142 -0.153 0.043 0.984 0.127
H -0.8597 5.7555 -1.4801 0.432 -0.387 -0.064 0.099
H -2.4073 4.1699 -2.9814 0.221 0.190 0.589 0.106
H -2.5537 5.8649 -3.2775 0.195 0.415 -0.724 0.100
H -4.8319 4.8499 -2.9939 0.240 -0.303 -0.243 0.122
H -4.5289 6.1741 -1.9309 0.529 -0.934 0.115 0.138
H -6.0422 3.6777 0.3633 -0.282 0.074 -0.452 0.083
H -6.1673 5.3882 -0.2028 0.480 -1.060 -0.240 0.103
H -6.6312 4.1040 -1.3139 0.027 -0.387 0.101 0.084
H -5.0029 2.2280 -1.7803 -0.027 0.056 -0.939 0.078
H -3.2011 2.5418 -1.6797 -0.133 -0.031 -0.658 0.054
H -4.2000 2.2137 -0.3328 0.137 0.170 0.276 0.082
H -1.4840 5.0256 2.1292 0.037 0.587 -1.457 0.067
H -2.3257 6.4136 1.5168 -0.259 0.104 -0.316 0.080
H -0.6876 6.2348 0.9732 -0.079 -0.585 -0.073 0.089
H -4.3368 4.4265 1.8676 0.708 -0.855 -0.421 0.115
C 3.9618 -6.3206 -2.4581 0.198 0.948 0.834 -0.026
C 3.2324 -5.0973 -3.0843 -1.128 -0.080 -0.213 -0.434
C 4.1356 -4.4581 -4.1985 -1.498 -2.527 1.172 -0.134
C 3.4190 -3.7172 -5.2637 0.400 1.146 -0.526 -0.207
C 2.3782 -4.5815 -5.8693 -2.439 -0.615 0.303 -0.125
C 1.2508 -4.9482 -4.8133 2.151 -0.588 0.647 -0.500
N 2.0052 -5.6832 -3.7471 1.687 -0.164 -1.676 -0.134
O 1.2032 -6.3470 -2.8427 -1.162 -0.610 1.299 -0.049
C 0.4898 -3.7728 -4.2443 -1.994 0.209 -2.031 -0.029
C 0.3084 -5.9205 -5.4523 -1.088 -1.762 0.301 -0.057
C 2.8223 -4.0963 -1.9809 0.221 0.198 -0.281 -0.035
H 3.7162 -7.2103 -3.0432 0.596 0.124 -0.044 0.085
H 3.6255 -6.5040 -1.4222 -0.162 0.059 -0.446 0.062
H 5.0492 -6.0892 -2.3463 -0.669 -0.448 -0.471 0.096
H 4.9095 -3.9527 -3.7032 1.059 1.116 0.598 0.106
H 4.5998 -5.3188 -4.6824 0.184 -0.106 -0.100 0.120
H 4.2100 -3.5498 -5.9862 -0.069 0.683 -0.492 0.116
H 2.9876 -2.7626 -4.9417 0.239 -0.010 0.006 0.109
H 2.8341 -5.5252 -6.1903 -0.222 0.046 -0.003 0.123
H 1.7780 -4.1844 -6.7168 0.847 0.225 0.266 0.129
H -0.1446 -3.3274 -5.0532 0.885 0.169 0.177 0.102
H -0.3286 -4.0209 -3.5939 -0.074 -0.891 0.834 0.072
H 1.0360 -3.0231 -3.7524 0.964 0.941 0.336 0.031
H 0.7391 -6.9406 -5.7089 0.081 1.585 -0.483 0.112
H -0.3566 -6.2684 -4.6609 -0.517 0.364 0.051 0.068
H -0.3395 -5.4610 -6.2306 0.707 -0.452 0.244 0.099
H 3.6322 -3.8807 -1.3161 0.949 -0.200 0.511 0.074
H 2.0458 -4.5142 -1.3532 -0.352 -0.111 0.001 0.067
H 2.5419 -3.0852 -2.2925 -0.213 -0.385 -0.537 0.058
H 1.2179 -7.3186 -3.0047 0.379 1.092 -0.255 0.130
C -2.5317 4.4095 7.0412 0.668 -1.067 1.222 -0.036
C -2.3755 4.8106 5.5618 0.089 0.292 0.011 -0.492
C -1.4609 6.0680 5.4376 -0.710 -1.422 -0.620 -0.132
C 0.0064 5.7682 5.4661 0.318 1.010 0.557 -0.189
C 0.3416 4.7274 4.4550 0.315 -0.389 0.304 -0.155
C -0.4168 3.4482 4.6015 -0.286 -0.911 1.911 -0.526
N -1.8478 3.7951 4.5802 -0.207 1.451 -0.246 -0.084
O -2.7073 2.6716 4.4378 1.117 -0.079 2.181 -0.030
C -0.0892 2.6087 3.4058 0.260 -1.261 -0.181 -0.029
C 0.0025 2.6813 5.9170 0.484 -0.113 -1.780 0.004
C -3.7441 5.2340 5.0534 -0.439 -0.409 -0.952 -0.047
H -2.9949 5.1918 7.7056 0.267 -0.567 -1.036 0.101
H -1.5646 4.1432 7.5438 -0.676 0.436 -0.569 0.074
H -3.1309 3.4796 7.1576 0.048 0.582 -0.150 0.086
H -1.6698 6.3846 4.4203 -0.144 0.689 -0.122 0.109
H -1.7515 6.8112 6.1690 -0.174 0.198 0.038 0.124
H 0.3608 5.5825 6.4839 0.092 -0.261 -0.103 0.116
H 0.4805 6.6866 5.1271 0.391 0.222 0.258 0.115
H 1.4112 4.4601 4.4753 -0.280 0.374 -0.371 0.137
H -0.0314 5.0776 3.5057 0.697 0.499 -0.657 0.099
H 1.0064 2.5524 3.3151 -0.224 0.085 -0.128 0.082
H -0.4119 1.5644 3.5796 -0.095 0.410 -0.368 0.083
H -0.5196 3.0194 2.4862 0.014 -0.192 0.158 0.075
H 0.1479 3.3223 6.7553 -0.344 0.471 0.661 0.053
H -0.7143 1.8898 6.0821 -0.078 -0.288 0.520 0.061
H 0.9827 2.1935 5.7867 -0.342 0.003 -0.225 0.075
H -3.6899 5.4611 3.9572 -0.072 -0.079 0.918 0.089
H -4.0887 6.0909 5.6045 -0.009 0.654 0.118 0.078
H -4.5242 4.4832 5.2164 0.284 -0.173 -0.151 0.085
H -2.5173 2.2250 5.3079 -0.829 -0.228 -1.158 0.114
C 7.9857 -1.0527 3.0002 -0.864 0.220 -0.239 -0.030
C 6.9760 -0.4190 3.9869 0.396 1.263 -0.990 -0.564
C 7.6927 0.7361 4.6816 1.019 -0.745 0.532 -0.149
C 6.8061 1.6629 5.4668 -0.980 -1.207 1.819 -0.197
C 5.8270 2.3033 4.5475 -1.517 0.219 -1.880 -0.147
C 4.8895 1.2129 3.8891 2.049 -0.074 -1.345 -0.416
N 5.9045 0.2190 3.2003 -1.324 0.631 1.085 -0.052
O 5.1557 -0.8705 2.6328 -0.094 0.525 -0.337 -0.063
C 3.8646 0.6567 4.9032 0.651 1.505 0.380 -0.007
C 4.2384 1.8927 2.6688 -0.497 0.055 0.463 -0.043
C 6.4851 -1.4829 4.9042 -0.182 -1.553 -0.348 -0.032
H 8.3288 -0.3486 2.2327 -0.363 -0.088 0.049 0.092
H 7.4944 -1.9272 2.5509 0.450 0.151 -0.084 0.085
H 8.8665 -1.3581 3.5370 0.333 -0.368 0.333 0.075
H 8.4976 0.2695 5.2948 -0.507 0.436 -0.074 0.135
H 8.2065 1.3311 3.9371 0.173 0.098 -0.417 0.117
H 7.3932 2.3439 6.0582 0.257 0.512 0.089 0.107
H 6.2331 1.0445 6.2308 0.659 0.730 -0.661 0.118
H 6.3416 2.8261 3.7102 -0.020 -0.503 0.373 0.125
H 5.1091 3.0811 4.8722 0.553 -0.374 0.803 0.123
H 3.0930 1.4551 5.0532 0.605 -0.563 0.028 0.083
H 3.3447 -0.2136 4.5847 -0.254 -0.861 -0.471 0.056
H 4.3612 0.4536 5.8733 -0.499 0.084 -0.507 0.075
H 3.6339 2.7608 2.9537 0.029 -0.043 0.193 0.083
H 4.9466 2.2198 1.9238 0.676 0.159 0.103 0.083
H 3.5956 1.2395 2.1136 -0.362 -0.545 0.172 0.024
H 7.3779 -2.0298 5.2483 -0.542 0.061 0.369 0.097
H 5.8072 -2.2088 4.3682 0.848 0.770 0.496 0.105
H 5.9089 -1.0554 5.6949 -0.174 0.029 0.870 0.058
H 5.6184 -0.8691 1.7941 -0.310 -0.365 -0.686 0.072
C 1.6958 -3.0163 1.3162 -0.217 0.272 0.542 -0.019
C 0.8578 -1.8816 1.9270 -0.052 0.094 -0.084 -0.467
C 1.7383 -0.6136 1.9616 -1.348 0.071 0.451 -0.142
C 1.8077 0.0896 0.6484 -0.223 0.303 -1.119 -0.201
C 0.4236 0.4029 0.0779 -0.818 1.179 -0.677 -0.099
C -0.3712 -0.9257 -0.1853 0.778 1.757 1.263 -0.500
N -0.3940 -1.4966 1.1967 -0.360 -0.711 0.043 -0.043
O -1.3476 -2.5649 1.3206 0.145 -0.052 -0.540 -0.060
C -1.7875 -0.6514 -0.6481 -0.790 -0.826 0.386 -0.024
C 0.2570 -1.7211 -1.2641 -0.486 -1.224 -1.731 -0.048
C 0.3983 -2.3196 3.3350 1.175 2.427 0.811 -0.021
H 2.1323 -2.6841 0.3723 0.123 -0.373 0.152 0.052
H 0.9842 -3.8223 1.1539 0.414 -0.516 -0.240 0.066
H 2.5048 -3.3099 2.0466 -0.848 0.199 -0.802 0.114
H 1.2509 0.1379 2.6034 0.431 -0.411 0.513 0.115
H 2.7541 -0.8544 2.2337 0.183 -0.124 0.756 0.094
H 2.3291 -0.5370 -0.0867 0.145 0.210 -0.033 0.094
H 2.4166 0.9903 0.8102 -0.321 -0.059 -0.409 0.086
H 0.4855 1.1173 -0.8144 0.027 -1.400 0.633 0.123
H -0.2242 0.9915 0.7732 0.682 -0.447 -0.022 0.107
H -1.8403 0.0728 -1.4602 0.252 -0.086 -0.137 0.089
H -2.2068 -1.6327 -0.9764 0.004 0.804 0.009 0.089
H -2.4227 -0.2864 0.1526 -0.046 0.142 0.220 0.069
H -0.1024 -1.3090 -2.2327 0.645 0.025 0.473 0.088
H 1.3337 -1.8232 -1.2675 0.030 0.169 -0.005 0.048
H -0.1889 -2.7271 -1.3210 0.279 -0.075 0.325 0.094
H -0.3661 -1.6227 3.7064 0.011 -0.015 -0.271 0.079
H 1.2644 -2.1459 4.0250 -0.489 -0.579 -0.425 0.097
H -0.0178 -3.2843 3.4885 -0.005 -1.015 -0.315 0.063
H -1.1901 -3.2451 0.6357 0.142 0.195 0.109 0.083
C 3.7570 4.1353 -3.0102 1.121 1.396 1.173 -0.043
C 2.3913 3.6206 -2.5390 -0.597 -0.509 -0.418 -0.493
C 1.1591 4.3996 -3.1314 0.830 -1.164 -0.298 -0.096
C 1.0206 4.0576 -4.6427 0.178 0.375 0.379 -0.174
C 0.8448 2.5494 -4.8822 0.588 0.655 1.308 -0.106
C 2.0180 1.6928 -4.2489 -1.279 1.440 1.269 -0.505
N 2.1532 2.1715 -2.8114 0.412 -0.622 -0.101 -0.013
O 3.2903 1.4265 -2.1507 -1.022 0.497 -1.265 -0.077
C 1.5677 0.2732 -4.2124 0.195 -0.743 -0.568 -0.046
C 3.2657 1.8940 -5.0532 0.063 0.022 0.138 -0.026
C 2.4260 3.6984 -1.0213 0.659 0.658 1.465 -0.054
H 4.5409 3.4649 -2.6330 -0.271 -0.135 -0.377 0.086
H 3.9990 5.0756 -2.4530 -0.454 -0.462 -0.266 0.098
H 3.9995 4.4072 -4.0341 -0.603 -0.342 -0.192 0.069
H 0.2085 4.0922 -2.6679 0.483 -0.166 0.219 0.091
H 1.2874 5.4599 -2.8771 0.041 -0.107 -0.498 0.122
H 1.8377 4.4467 -5.2364 0.342 0.248 -0.003 0.098
H 0.1289 4.5668 -4.9746 -0.340 0.190 -0.409 0.099
H 0.8049 2.2871 -5.9325 -0.042 0.123 -0.281 0.118
H -0.1506 2.3904 -4.4482 0.306 -0.934 0.126 0.117
H 1.4334 -0.0786 -5.2406 -0.109 0.034 0.000 0.094
H 2.3690 -0.3325 -3.8020 -0.119 -0.336 0.413 0.078
H 0.6191 0.1551 -3.6922 0.180 -0.043 0.213 0.075
H 4.1355 1.4328 -4.6327 0.496 -0.153 0.764 0.087
H 3.1872 1.4133 -6.0001 -0.365 -0.077 -1.068 0.084
H 3.4265 2.9501 -5.1397 0.356 0.257 -0.519 0.052
H 3.4218 3.3946 -0.5973 -0.737 0.278 -0.464 0.099
H 1.6706 3.1140 -0.4886 -0.142 -0.130 -0.446 0.064
H 2.2914 4.7258 -0.6588 0.016 -0.022 -0.260 0.096
H 3.0983 1.6234 -1.2276 -0.140 -0.315 0.080 0.033
O 2.3326 -6.2879 0.9946 0.278 -0.190 -0.297 -0.059
H 1.9915 -6.1327 1.8785 0.250 0.156 0.177 0.045
H 3.2781 -6.0662 0.9946 -0.548 -0.053 0.186 0.055
O -4.3358 -1.7948 1.8892 -0.705 -0.722 0.501 -0.047
H -3.8280 -1.0614 2.2314 -0.088 0.836 0.301 -0.026
H -3.7939 -2.1055 1.1787 0.524 -0.557 -0.782 -0.004
O -3.2637 0.5952 2.4755 0.951 0.058 0.165 -0.056
H -2.3289 0.3493 2.6295 -0.513 0.282 -0.145 0.049
H -3.3579 1.4614 2.9027 0.080 -0.099 -0.034 0.030
O -2.8531 -3.9473 3.5846 0.169 0.785 -1.120 -0.080
H -3.5310 -3.2999 3.2889 -0.020 -0.322 0.268 0.040
H -2.2439 -3.8362 2.8145 -0.264 -0.206 0.842 0.032
O -0.1339 -0.6760 6.4491 -1.645 -0.811 -0.027 -0.078
H -0.8218 -1.3699 6.2102 0.835 0.695 0.728 0.044
H 0.4874 -0.8175 5.7471 0.731 0.055 -0.667 -0.007
O -3.1761 -4.8601 0.0196 0.405 0.770 -0.027 -0.048
H -2.5881 -5.5845 0.2498 0.006 -0.297 -0.053 0.007
H -4.0468 -5.1928 -0.1802 -0.216 -0.354 0.057 0.033
O 1.7957 -2.5868 7.1744 0.403 0.793 -0.629 -0.067
H 1.6185 -3.2493 7.8247 -0.252 -0.402 0.667 0.014
H 1.3076 -1.7793 7.4167 -0.118 -0.530 -0.042 0.016
O -0.4560 -5.9616 -0.0737 -0.107 -0.274 1.374 -0.041
H -0.3863 -5.9106 -1.0118 0.256 0.094 -1.302 0.009
H 0.3071 -6.4952 0.2031 -0.114 0.347 -0.184 0.027
O -1.7812 -3.1552 6.1253 -0.050 -0.357 -0.185 -0.081
H -1.4385 -3.9952 6.4812 -0.245 0.617 -0.361 0.056
H -2.2346 -3.3795 5.2769 0.339 -0.095 0.346 0.012
O 5.3913 -0.1164 -0.6211 -0.531 -0.347 0.318 -0.057
H 4.6032 -0.5982 -0.2972 0.504 0.493 -0.425 0.028
H 5.0695 0.4571 -1.3328 -0.074 -0.195 0.088 0.016
```
Positions in Å, forces in eV/Å.